1.
Molecular formula: C16H27LuN2
Method: DFT, the ωB97M-V functional and the def2-TZVPD basis

ORCA input file:
```
! RIJCOSX wB97M-V def2-TZVPD def2/J DEFGRID3
* xyz 2 1
C 1.23 2.05 -0.71
H 2.24 2.48 -0.59
H 1.20 1.59 -1.71
H 2.39 -1.30 1.26
C 0.12 3.08 -0.63
H -0.83 2.58 -0.89
H -0.02 3.46 0.40
C 0.38 4.28 -1.56
H -0.42 5.03 -1.53
H 1.31 4.78 -1.27
H 0.50 3.95 -2.60
C -0.83 -1.71 0.18
C -1.46 -0.91 -0.80
C -0.51 -0.61 -1.81
C 0.72 -1.24 -1.47
C 0.50 -2.01 -0.26
C 1.33 -3.17 0.19
C 1.96 -1.29 -2.29
C -0.79 0.09 -3.09
C -2.91 -0.61 -0.86
C -1.51 -2.37 1.32
Lu 1.62 0.16 0.45
H 2.86 -1.45 -1.68
H 1.92 -2.12 -3.02
H 2.11 -0.37 -2.88
H 2.40 -2.99 0.02
H 1.16 -3.38 1.26
H 1.07 -4.09 -0.37
H -2.45 -1.86 1.58
H -1.75 -3.42 1.08
H -0.88 -2.37 2.22
H -3.10 0.26 -1.50
H -3.51 -1.44 -1.27
H -3.32 -0.38 0.13
H -0.02 0.83 -3.34
H -0.82 -0.64 -3.92
H -1.75 0.61 -3.07
N -0.76 0.94 4.09
C 0.18 0.00 4.52
C 0.96 -0.27 3.45
N 0.52 0.51 2.37
C -0.53 1.22 2.80
H -1.46 1.40 4.66
H 0.22 -0.34 5.54
H 1.81 -0.92 3.35
H -1.11 1.94 2.23
*
```

Its HOMO-LUMO gap (alpha / beta) is 5.352 / 5.817 eV. The total energy comes out at -53612.3034 eV. The energy above the lowest of the compared OMol25 structures with the same formula, charge and spin comes out at 2.738 eV. The calculation puts the molecular weight at 422.4 g/mol.

For reference, the Löwdin charges in units of e are: number 1, C, carries -0.20; number 2, H, carries 0.09; number 3, H, carries 0.05; number 4, H, carries -0.03; number 5, C, carries -0.31; number 6, H, carries 0.11; number 7, H, carries 0.10; number 8, C, carries -0.07; number 9, H, carries 0.10; number 10, H, carries 0.09; number 11, H, carries 0.08; number 12, C, carries -0.21; number 13, C, carries -0.18; number 14, C, carries -0.18; number 15, C, carries -0.36; number 16, C, carries -0.33; number 17, C, carries -0.06; number 18, C, carries -0.04; number 19, C, carries 0.02; number 20, C, carries -0.01; number 21, C, carries -0.01; number 22, Lu, carries 1.66; number 23, H, carries 0.08; number 24, H, carries 0.12; number 25, H, carries 0.09; number 26, H, carries 0.07; number 27, H, carries 0.09; number 28, H, carries 0.13; number 29, H, carries 0.09; number 30, H, carries 0.12; number 31, H, carries 0.08; number 32, H, carries 0.08; number 33, H, carries 0.12; number 34, H, carries 0.09; number 35, H, carries 0.09; number 36, H, carries 0.13; number 37, H, carries 0.09; number 38, N, carries 0.11; number 39, C, carries -0.02; number 40, C, carries -0.14; number 41, N, carries -0.14; number 42, C, carries -0.13; number 43, H, carries 0.18; number 44, H, carries 0.13; number 45, H, carries 0.09; number 46, H, carries 0.14

***

2.
Molecular formula: C45H35BiGeN4S3
Method: DFT, the ωB97M-V functional and the def2-TZVPD basis

ORCA input file:
```
! RIJCOSX wB97M-V def2-TZVPD def2/J DEFGRID3
* xyz 1 2
Bi 0.15 0.29 -0.12
C -2.31 0.29 4.08
C -1.29 0.35 5.01
C 0.01 0.10 4.62
C 0.26 -0.20 3.29
N -0.73 -0.23 2.39
C -1.98 0.01 2.76
C 1.62 -0.59 2.79
C 2.76 -0.57 3.56
C 3.95 -1.00 3.00
C 3.97 -1.51 1.71
C 2.77 -1.52 1.00
N 1.66 -1.02 1.53
C 2.59 -2.21 -0.32
C 3.57 -3.01 -0.89
C 3.25 -3.79 -1.99
C 1.96 -3.76 -2.48
C 1.05 -2.89 -1.89
N 1.36 -2.13 -0.84
H -3.34 0.47 4.36
H -1.51 0.58 6.05
H 0.81 0.13 5.34
H -2.73 -0.03 1.98
H 2.75 -0.22 4.58
H 4.87 -0.98 3.57
H 4.88 -1.88 1.27
H 4.57 -3.04 -0.47
H 4.00 -4.43 -2.44
H 1.66 -4.37 -3.32
H 0.03 -2.81 -2.26
S -2.26 -0.81 -0.99
C -2.41 0.85 -1.45
N -1.56 1.76 -1.03
C -1.84 3.03 -1.54
C -1.15 4.20 -1.27
C -1.56 5.37 -1.88
C -2.65 5.38 -2.75
C -3.36 4.22 -3.02
C -2.94 3.05 -2.40
S -3.61 1.44 -2.53
H -0.30 4.20 -0.58
H -1.03 6.29 -1.68
H -2.96 6.31 -3.22
H -4.21 4.22 -3.69
S 1.57 2.20 0.98
C 0.59 3.50 1.67
C -0.73 3.34 2.09
C -1.43 4.41 2.62
C -0.83 5.66 2.75
C 0.48 5.82 2.33
C 1.19 4.76 1.79
H -1.22 2.38 1.98
H -2.46 4.27 2.94
H -1.38 6.49 3.17
H 0.96 6.79 2.41
H 2.21 4.90 1.46
C 0.03 0.20 -3.83
Ge 1.39 0.88 -2.59
C 1.52 2.80 -2.96
C 2.12 3.76 -2.14
C 2.20 5.08 -2.55
C 1.68 5.47 -3.78
C 1.08 4.53 -4.60
C 1.00 3.20 -4.19
C 3.05 -0.05 -2.95
C 3.04 -1.01 -3.92
C 4.25 -1.59 -4.39
C 5.44 -1.19 -3.88
C 5.50 -0.22 -2.85
C 6.73 0.20 -2.29
C 6.77 1.10 -1.27
C 5.57 1.61 -0.74
C 4.37 1.24 -1.27
C 4.30 0.34 -2.36
H 0.48 0.15 -4.82
H -0.82 0.88 -3.85
H -0.33 -0.79 -3.55
H 2.51 3.49 -1.17
H 2.67 5.82 -1.90
H 1.74 6.51 -4.09
H 0.67 4.82 -5.55
H 0.53 2.49 -4.85
H 2.11 -1.32 -4.38
H 4.21 -2.35 -5.17
H 6.37 -1.62 -4.25
H 7.65 -0.22 -2.69
H 7.72 1.42 -0.86
H 5.60 2.31 0.09
H 3.45 1.61 -0.83
*
```

Its HOMO-LUMO gap (alpha / beta) is 6.730 / 5.310 eV. As for the expectation value of S²: 0.7617. The total energy comes out at -148051.7664 eV. The energy above the lowest of the compared OMol25 structures with the same formula, charge and spin comes out at 0.000 eV. The calculation puts the molecular weight at 1009.6 g/mol.

For reference, the Löwdin charges in units of e are: number 1, Bi, carries 1.41; number 2, C, carries -0.03; number 3, C, carries -0.03; number 4, C, carries 0.01; number 5, C, carries -0.23; number 6, N, carries 0.00; number 7, C, carries -0.13; number 8, C, carries -0.24; number 9, C, carries 0.01; number 10, C, carries -0.01; number 11, C, carries 0.01; number 12, C, carries -0.20; number 13, N, carries 0.01; number 14, C, carries -0.22; number 15, C, carries 0.01; number 16, C, carries -0.04; number 17, C, carries -0.04; number 18, C, carries -0.13; number 19, N, carries 0.02; number 20, H, carries 0.12; number 21, H, carries 0.12; number 22, H, carries 0.11; number 23, H, carries 0.10; number 24, H, carries 0.11; number 25, H, carries 0.12; number 26, H, carries 0.12; number 27, H, carries 0.12; number 28, H, carries 0.12; number 29, H, carries 0.12; number 30, H, carries 0.10; number 31, S, carries 0.50; number 32, C, carries -1.19; number 33, N, carries -0.17; number 34, C, carries -0.30; number 35, C, carries -0.01; number 36, C, carries -0.06; number 37, C, carries -0.07; number 38, C, carries -0.08; number 39, C, carries -0.46; number 40, S, carries 1.06; number 41, H, carries 0.09; number 42, H, carries 0.11; number 43, H, carries 0.11; number 44, H, carries 0.11; number 45, S, carries 0.57; number 46, C, carries -0.65; number 47, C, carries -0.13; number 48, C, carries -0.08; number 49, C, carries -0.08; number 50, C, carries -0.08; number 51, C, carries -0.13; number 52, H, carries 0.07; number 53, H, carries 0.11; number 54, H, carries 0.10; number 55, H, carries 0.11; number 56, H, carries 0.10; number 57, C, carries -0.24; number 58, Ge, carries 0.87; number 59, C, carries -0.30; number 60, C, carries -0.13; number 61, C, carries -0.07; number 62, C, carries -0.08; number 63, C, carries -0.07; number 64, C, carries -0.11; number 65, C, carries -0.26; number 66, C, carries -0.12; number 67, C, carries -0.07; number 68, C, carries -0.02; number 69, C, carries -0.16; number 70, C, carries -0.03; number 71, C, carries -0.07; number 72, C, carries -0.06; number 73, C, carries -0.06; number 74, C, carries -0.18; number 75, H, carries 0.04; number 76, H, carries 0.02; number 77, H, carries 0.01; number 78, H, carries 0.04; number 79, H, carries 0.11; number 80, H, carries 0.11; number 81, H, carries 0.11; number 82, H, carries 0.09; number 83, H, carries 0.09; number 84, H, carries 0.11; number 85, H, carries 0.12; number 86, H, carries 0.12; number 87, H, carries 0.11; number 88, H, carries 0.11; number 89, H, carries 0.02

***

3.
Molecular formula: C5H7NO
Method: DFT, the ωB97M-V functional and the def2-TZVPD basis

ORCA input file:
```
! RIJCOSX wB97M-V def2-TZVPD def2/J DEFGRID3
* xyz 0 1
C -1.67 0.45 0.34
C -0.67 -0.70 0.19
C 0.67 -0.24 -0.35
C 0.62 0.54 -1.59
N 0.53 1.15 -2.56
C 1.83 -0.04 0.54
O 1.73 -1.18 -0.29
H -1.28 1.24 0.99
H -2.60 0.09 0.78
H -1.91 0.89 -0.63
H -0.48 -1.18 1.16
H -1.06 -1.47 -0.48
H 2.61 0.68 0.28
H 1.68 -0.23 1.61
*
```

Its HOMO-LUMO gap is 11.943 eV. The total energy comes out at -8834.5078 eV. The energy above the lowest of the compared OMol25 structures with the same formula, charge and spin comes out at 1.695 eV. The calculation puts the molecular weight at 97.1 g/mol.

For reference, the Löwdin charges in units of e are: number 1, C, carries -0.09; number 2, C, carries -0.17; number 3, C, carries -0.47; number 4, C, carries -0.12; number 5, N, carries 0.18; number 6, C, carries -0.06; number 7, O, carries 0.01; number 8, H, carries 0.08; number 9, H, carries 0.08; number 10, H, carries 0.07; number 11, H, carries 0.12; number 12, H, carries 0.13; number 13, H, carries 0.13; number 14, H, carries 0.12